Record 1
The following is a quantum chemistry calculation of a molecular structure, C31H64GaINO7 at a distorted geometry, from the OMol25 dataset.

The geometry in XYZ format:
```
105
Properties=species:S:1:pos:R:3:forces:R:3
C -1.41318 2.38186 -2.17047 -0.48 0.49 0.19
C -2.17424 1.14468 -1.59185 -0.41 -0.59 0.23
C -3.74601 1.16436 -1.75094 0.31 1.21 0.90
N -1.64402 0.16208 -0.97881 -0.37 0.47 -1.43
Ga -0.62924 -1.00218 -2.14010 0.26 -0.03 -0.18
I 1.24455 -2.28928 -0.74394 0.05 0.04 0.06
H -1.22938 3.07070 -1.30189 -0.04 -0.61 -0.64
H -2.05472 2.97452 -2.87377 0.57 -0.60 0.38
H -0.43568 2.14365 -2.63950 -0.65 -0.07 0.37
H -4.09142 0.36278 -2.44284 0.33 0.59 0.49
H -4.18661 0.99690 -0.73898 0.31 -0.21 -0.90
H -4.12271 2.17633 -2.06300 0.25 -0.90 -0.12
H 0.12828 -0.24613 -3.34154 0.07 0.17 0.17
H -1.50570 -2.17343 -2.80927 -0.08 0.12 0.36
C -5.56453 -2.46498 1.68053 0.03 0.12 0.40
C -6.87178 -2.52739 0.91438 -0.15 -0.30 -0.24
C -6.96844 -1.12363 0.34310 0.08 0.29 0.08
O -5.62730 -0.66894 0.13669 -0.33 -0.25 0.24
C -4.71985 -1.57128 0.78944 0.22 -0.10 -0.26
H -5.11049 -3.44090 1.85580 0.01 0.03 -0.07
H -5.72540 -1.98262 2.64975 -0.01 -0.03 -0.03
H -6.79183 -3.25688 0.10345 -0.03 0.03 0.03
H -7.73159 -2.79582 1.53127 0.01 0.06 0.01
H -7.45198 -0.43864 1.05025 -0.10 -0.05 0.02
H -7.51540 -1.09107 -0.60222 0.08 0.06 -0.03
H -4.20617 -2.15039 0.01626 0.10 0.04 0.07
H -3.97463 -1.00217 1.34650 0.00 0.07 -0.14
C -6.79203 2.12719 4.81635 0.08 0.23 -0.23
C -8.18839 1.70641 5.23450 -0.14 0.00 0.30
C -8.39616 0.44857 4.40954 0.01 -0.14 -0.27
O -7.10590 -0.14634 4.23263 -0.11 0.25 0.12
C -6.09952 0.78747 4.64490 0.16 -0.24 0.08
H -6.29267 2.77428 5.53784 0.00 -0.04 -0.02
H -6.83364 2.65218 3.85775 0.04 -0.01 0.04
H -8.19897 1.46091 6.30078 -0.03 0.01 -0.04
H -8.95007 2.46523 5.05236 0.02 -0.04 -0.02
H -8.79763 0.68509 3.41795 -0.09 0.03 0.03
H -9.06472 -0.26633 4.89349 0.07 -0.06 -0.04
H -5.67906 0.43345 5.59272 0.06 0.07 0.00
H -5.30197 0.81793 3.90094 -0.06 -0.10 -0.02
C -1.20844 -0.01841 -6.49298 -0.03 -0.29 0.09
C -1.51985 0.28853 -7.94686 0.17 0.13 -0.21
C -2.93536 0.83283 -7.85802 -0.23 -0.01 0.15
O -3.05294 1.46831 -6.58158 0.15 -0.15 -0.22
C -1.91512 1.11609 -5.77717 0.04 0.25 0.19
H -0.14326 -0.06237 -6.27011 -0.07 0.01 0.06
H -1.65581 -0.97534 -6.21019 0.06 0.04 0.05
H -0.84297 1.06567 -8.31565 -0.03 -0.03 -0.03
H -1.43743 -0.57620 -8.60672 -0.03 0.02 0.01
H -3.67535 0.02555 -7.90291 0.02 -0.03 -0.11
H -3.15971 1.55404 -8.64764 -0.05 0.04 0.07
H -1.27144 1.99925 -5.70023 0.05 -0.05 0.08
H -2.24539 0.83906 -4.77522 -0.04 0.05 -0.05
C -7.54135 -7.43718 -2.33767 0.19 -0.27 0.02
C -8.73985 -7.05139 -1.49162 -0.31 0.06 -0.09
C -8.12636 -6.06989 -0.50865 0.21 0.08 0.20
O -7.04390 -5.42634 -1.18997 -0.19 -0.28 -0.09
C -6.77531 -6.12829 -2.41005 0.04 0.28 -0.11
H -7.80433 -7.83058 -3.32000 0.02 0.04 0.02
H -6.94525 -8.19155 -1.81570 -0.01 0.02 -0.05
H -9.48426 -6.54364 -2.11217 0.01 -0.02 0.04
H -9.22430 -7.89696 -1.00217 0.03 0.04 0.01
H -7.71527 -6.58640 0.36566 -0.09 -0.02 0.04
H -8.83962 -5.31843 -0.16435 0.10 0.05 0.00
H -7.12741 -5.50738 -3.24086 0.05 -0.06 -0.06
H -5.69981 -6.27508 -2.51817 -0.01 0.10 0.07
C 6.53764 -1.93523 1.20074 0.07 0.09 0.27
C 5.24830 -2.01684 0.40633 -0.07 -0.31 -0.15
C 5.14509 -0.62192 -0.17221 -0.21 0.33 -0.04
O 6.49111 -0.14418 -0.35369 0.08 -0.33 0.24
C 7.39099 -1.03285 0.32544 0.07 0.11 -0.23
H 7.00006 -2.90483 1.39002 0.01 0.04 -0.02
H 6.34989 -1.45170 2.16444 0.05 -0.03 -0.02
H 5.35545 -2.74809 -0.39990 -0.08 0.02 0.03
H 4.38024 -2.29368 1.00308 -0.01 0.04 -0.09
H 4.63736 0.05824 0.51927 -0.08 -0.05 -0.03
H 4.61847 -0.60323 -1.12654 0.04 0.06 0.04
H 7.92934 -1.61086 -0.43520 0.06 -0.06 0.07
H 8.11660 -0.45305 0.90057 -0.01 0.06 -0.08
C 10.63925 3.24776 -0.67112 0.21 -0.09 -0.24
C 9.13874 3.46852 -0.68134 -0.14 0.29 0.13
C 8.63689 2.24576 0.06347 -0.10 -0.29 -0.11
O 9.66448 1.88071 1.00180 0.17 0.29 -0.17
C 10.85530 2.61567 0.69252 -0.08 -0.03 0.28
H 11.21873 4.16080 -0.81260 0.00 -0.03 0.03
H 10.91638 2.54115 -1.45891 0.02 0.04 0.03
H 8.89329 4.37594 -0.12060 -0.01 -0.01 -0.05
H 8.71408 3.56084 -1.68079 -0.01 -0.04 0.05
H 8.48588 1.40226 -0.61408 -0.14 0.08 0.00
H 7.70384 2.43305 0.59659 0.04 -0.14 0.04
H 10.99007 3.38056 1.46692 0.11 0.04 -0.03
H 11.71632 1.94473 0.71319 -0.07 -0.05 0.07
C 9.42518 3.57647 4.17472 0.17 -0.27 -0.06
C 8.20347 3.95033 4.99262 -0.27 0.11 -0.08
C 8.78215 4.94468 5.98391 0.16 0.03 0.19
O 9.87208 5.59971 5.32245 -0.10 -0.18 -0.07
C 10.17640 4.89373 4.11218 -0.06 0.23 -0.07
H 9.18816 3.17401 3.18921 0.04 -0.03 0.04
H 10.01917 2.83242 4.71376 -0.01 0.01 -0.06
H 7.46625 4.44489 4.35351 0.00 -0.03 0.05
H 7.71988 3.10089 5.47504 0.03 0.03 -0.01
H 9.18085 4.43742 6.86943 -0.09 -0.02 0.03
H 8.05202 5.68829 6.30911 0.10 0.06 -0.01
H 9.83420 5.50589 3.26988 0.04 -0.06 -0.07
H 11.25668 4.75971 4.02780 -0.01 0.08 0.07
```
Forces are in eV/Å.

Maximum force ... 0.0300 hartree/bohr
E_LUMO ... 0.0791 Ha
HOMO energy ... -3.893 eV
Kohn-Sham gap ... 6.04 eV
Total charge ... -1



Record 2
The following is a quantum chemistry calculation of 9 unconnected molecules or ions with the total composition C31H64IN8O16P at a distorted geometry, from the OMol25 dataset.

The geometry in XYZ format:
```
121
Properties=species:S:1:pos:R:3:forces:R:3
C 0.89059 4.07905 1.28932 0.37 -0.29 -0.02
C 0.60693 2.59120 1.57678 -0.26 0.28 0.56
C -0.59183 2.04271 0.81528 0.14 0.19 -0.72
C -1.90622 2.82567 0.99952 0.10 -0.41 0.20
C -2.23132 3.29278 2.42329 -0.51 0.04 0.10
C -3.09950 2.34480 3.28384 0.29 0.36 -0.33
C -2.74698 0.85804 3.23160 -0.25 0.24 0.56
C -1.38837 0.45303 3.84806 -0.32 -0.17 -0.24
C -0.88392 1.34757 4.97314 -0.08 -0.56 0.52
C 0.43805 0.87943 5.62464 0.33 0.47 -0.53
C 1.46416 0.26952 4.66143 -0.14 -0.38 -0.48
C 1.33774 -1.25386 4.46209 0.09 -0.31 0.19
C 2.67867 -1.98422 4.50591 0.05 -0.17 -0.34
C 3.60981 -1.57636 3.32645 -0.42 -0.60 0.89
C 3.68557 -2.70939 2.30020 -0.29 0.58 -0.23
P 4.30503 -2.26379 0.60161 0.86 -0.36 -0.06
I 3.87148 0.10959 0.21150 -1.15 -0.27 0.02
C 3.09408 -3.11244 -0.50867 0.12 -0.14 -0.02
C 3.70479 -4.41287 -1.11005 -0.45 0.44 0.06
C 3.22478 -4.58879 -2.52801 0.14 -0.21 0.32
C 4.04494 -4.25477 -3.59322 0.20 0.12 -0.14
C 3.60342 -4.37080 -4.90027 -0.03 0.13 -0.14
C 2.31882 -4.81675 -5.16410 0.29 0.06 -0.03
C 1.50461 -5.16528 -4.10093 -0.47 -0.08 -0.13
C 1.94187 -5.05151 -2.79302 -0.02 -0.02 -0.16
H 0.61777 4.70200 2.14055 -0.13 0.11 -0.11
H 1.95925 4.22166 1.11877 0.00 0.11 0.01
H 0.37563 4.44031 0.39902 -0.08 0.01 0.03
H 1.50385 1.99425 1.40815 -0.10 -0.11 -0.23
H 0.40322 2.50229 2.64713 0.08 -0.10 0.01
H -0.74416 0.97745 0.99904 0.07 0.03 0.25
H -0.33825 2.10424 -0.25139 -0.05 -0.10 -0.02
H -1.92758 3.67175 0.31052 0.12 0.12 0.13
H -2.71164 2.16550 0.66796 -0.11 0.07 -0.05
H -2.81030 4.21489 2.31435 0.08 0.07 0.16
H -1.34859 3.56032 3.00469 0.19 0.04 -0.26
H -4.13747 2.49221 2.97132 -0.02 -0.26 -0.06
H -3.05810 2.73825 4.30210 0.03 -0.36 -0.20
H -2.85546 0.50986 2.20339 0.19 -0.14 0.01
H -3.52262 0.33379 3.80016 -0.07 0.02 -0.07
H -0.65726 0.33071 3.04888 0.17 0.18 0.10
H -1.52217 -0.54342 4.28228 0.12 -0.09 -0.14
H -1.63370 1.30198 5.77182 -0.10 0.26 -0.07
H -0.81361 2.39666 4.69241 0.08 -0.04 -0.20
H 0.90328 1.77561 6.04338 -0.08 -0.11 0.33
H 0.24467 0.17550 6.43605 -0.01 0.02 0.05
H 2.49030 0.49010 4.96736 -0.08 0.05 0.25
H 1.35635 0.72979 3.67644 0.09 0.22 0.08
H 0.69040 -1.69538 5.22629 -0.03 0.13 0.05
H 0.85869 -1.49684 3.50797 -0.04 0.13 -0.02
H 3.17197 -1.83327 5.46891 -0.03 0.16 0.01
H 2.48784 -3.05917 4.43130 0.03 -0.02 0.13
H 4.59831 -1.39339 3.74693 0.11 0.32 -0.35
H 3.19329 -0.66948 2.89585 0.31 0.10 -0.15
H 4.38938 -3.45802 2.66945 -0.04 -0.12 -0.09
H 2.70717 -3.18635 2.19995 -0.03 0.05 0.00
H 2.17146 -3.34461 0.02464 -0.12 0.17 -0.11
H 2.87287 -2.43615 -1.33297 -0.08 0.11 0.09
H 3.38188 -5.26079 -0.50489 0.24 -0.08 0.03
H 4.79180 -4.33308 -1.08658 0.03 -0.19 -0.01
H 5.04509 -3.87735 -3.41089 0.02 -0.04 0.10
H 4.26298 -4.09723 -5.71394 0.04 -0.04 -0.01
H 1.96969 -4.88537 -6.18452 -0.10 -0.09 0.01
H 0.50377 -5.52626 -4.30379 -0.02 0.00 0.05
H 1.26868 -5.32121 -1.98814 0.08 -0.01 0.09
C 7.80234 2.75234 1.30551 0.13 0.10 -0.03
N 7.58642 1.70187 0.27311 -0.05 -0.01 0.02
O 8.39331 1.61634 -0.62782 0.02 0.00 -0.03
O 6.60124 1.00290 0.40826 0.82 0.23 0.06
H 8.70703 3.29399 1.05713 0.01 -0.02 -0.03
H 6.93372 3.40354 1.29208 -0.05 -0.06 0.05
H 7.89056 2.24983 2.26367 -0.09 -0.01 0.01
C -5.43893 1.05215 -1.95328 -0.09 0.12 -0.07
N -5.18009 1.23410 -0.49895 0.02 0.06 0.03
O -5.65694 2.20801 0.04582 -0.07 0.01 0.02
O -4.49812 0.39431 0.04655 0.02 -0.09 -0.01
H -6.05493 1.87533 -2.29417 0.00 0.02 0.04
H -4.47562 1.04421 -2.45383 0.02 -0.08 0.02
H -5.94641 0.10023 -2.07501 0.08 -0.05 0.00
C -3.98919 4.32935 7.81331 0.12 -0.04 0.12
N -3.46464 4.18227 6.42727 -0.05 0.02 0.08
O -2.26147 4.18939 6.27298 0.02 0.07 -0.03
O -4.28492 4.06665 5.54114 -0.12 0.27 0.17
H -3.14685 4.42216 8.48808 0.03 -0.01 -0.03
H -4.61181 5.21835 7.83032 -0.07 -0.04 -0.03
H -4.57762 3.44377 8.03284 -0.07 0.03 -0.04
C -8.39870 3.26606 1.96245 0.08 0.12 -0.11
N -9.70098 2.54813 1.89804 0.03 0.03 0.00
O -10.49592 2.88726 1.04625 -0.02 -0.01 -0.02
O -9.88057 1.66368 2.70868 -0.01 -0.02 0.02
H -8.38254 4.01973 1.18507 -0.03 -0.01 -0.02
H -8.32311 3.71521 2.94777 0.03 -0.08 0.04
H -7.61185 2.53306 1.81152 0.02 0.00 0.08
C 8.30754 -5.69602 -4.24825 0.00 0.12 -0.10
N 7.13789 -6.60435 -4.40744 -0.02 0.03 0.02
O 6.41186 -6.43026 -5.36240 -0.01 0.01 -0.05
O 6.99390 -7.45879 -3.56009 0.00 -0.03 0.02
H 8.30623 -4.99078 -5.07044 -0.03 -0.02 -0.02
H 8.19799 -5.19158 -3.29304 0.03 -0.06 0.04
H 9.20032 -6.31335 -4.25679 -0.01 -0.02 0.08
C -4.08969 7.67018 2.71879 0.14 0.07 0.00
N -4.43466 6.62759 1.71436 0.01 -0.04 0.02
O -3.66436 6.45007 0.79608 0.00 -0.01 -0.04
O -5.47009 6.02129 1.89229 -0.05 -0.01 -0.01
H -3.14665 8.11977 2.43273 0.01 -0.03 -0.03
H -4.89399 8.39930 2.71845 -0.05 -0.05 0.05
H -4.01719 7.17474 3.68237 -0.07 -0.01 0.01
C 1.59905 -2.49747 -8.68528 0.01 0.12 -0.12
N 0.42138 -3.39598 -8.83768 0.07 0.04 0.03
O -0.31864 -3.21116 -9.78260 0.01 0.02 0.02
O 0.28117 -4.25755 -7.99913 -0.06 -0.06 0.00
H 1.59195 -1.78468 -9.50077 -0.03 -0.02 -0.02
H 1.50526 -2.00316 -7.72299 0.04 -0.08 0.05
H 2.48677 -3.12204 -8.71155 -0.01 -0.02 0.08
C -2.97356 -4.10550 -11.09000 -0.13 0.02 0.11
N -3.87058 -4.14482 -12.27798 0.00 -0.02 0.05
O -5.06330 -4.01811 -12.09541 -0.03 0.01 -0.01
O -3.34092 -4.30130 -13.35798 0.01 0.00 -0.03
H -3.58359 -3.96170 -10.20666 -0.03 0.00 -0.02
H -2.44090 -5.04991 -11.05131 0.08 0.04 -0.06
H -2.28247 -3.28296 -11.22836 0.06 -0.05 -0.07
```
Forces are in eV/Å.

Maximum force ... 0.0229 hartree/bohr
E_LUMO ... -0.0032 Ha
HOMO energy ... -8.003 eV
Kohn-Sham gap ... 7.92 eV
SMILES ... CCCCCCCCCCCCCCCP(I)CCc1ccccc1.C[N+](=O)[O-].C[N+](=O)[O-].C[N+](=O)[O-].C[N+](=O)[O-].C[N+](=O)[O-].C[N+](=O)[O-].C[N+](=O)[O-].C[N+](=O)[O-]



Look up the E_LUMO of the first one. 0.0791 Ha



Look up the Kohn-Sham gap of the second one. 7.92 eV